# 1
3 unconnected molecules or ions with the total composition C27H36Cl2N2O8 at a distorted geometry. Source: the Open Molecules 2025 dataset; level of theory: ωB97M-V/def2-TZVPD.

## Properties
- HOMO (eV) = -9.012
- lowest unoccupied orbital energy (eV) = 0.320
- frontier orbital gap (Ha) = 0.3429
- structure (SMILES) = C/C(Cl)=C(/Cl)[C@@](C#N)(CC=O)[C@H](C#N)C[C@H](C)OCc1ccccc1.CCOC(=O)OC.CCOC(=O)OC

Cartesian coordinates (Å):
C 5.929540 1.623483 2.398878
C 5.136647 0.603829 3.188932
Cl 5.949341 -0.002871 4.628378
C 3.926247 0.138855 2.857627
Cl 3.249835 -1.090408 3.933360
C 3.172152 0.606970 1.604603
C 2.993452 2.100437 1.553365
N 3.115351 3.234969 1.323324
C 3.916202 0.090281 0.340889
C 3.244706 0.532622 -0.964989
O 2.646600 -0.211113 -1.696707
C 1.700896 0.045929 1.517246
C 0.885666 0.484879 2.694828
N 0.388509 0.697847 3.723147
C 1.604826 -1.472469 1.235032
C 0.213237 -2.058993 1.549033
C 0.095017 -3.439849 0.823946
O -0.809374 -1.234793 0.984698
C -1.874439 -1.085397 1.911785
C -2.878322 -0.049351 1.432926
C -3.651008 0.680384 2.317105
C -4.584154 1.588975 1.853556
C -4.717421 1.769912 0.485524
C -3.943139 1.065740 -0.412233
C -3.013779 0.155834 0.067728
H 6.785700 1.920992 3.022120
H 6.385555 1.212353 1.489405
H 5.385773 2.554576 2.205393
H 4.048422 -0.998385 0.369252
H 4.937669 0.493303 0.285118
H 3.259330 1.603346 -1.267666
H 1.221350 0.546169 0.661494
H 2.395818 -2.082884 1.680242
H 1.712454 -1.588697 0.144767
H 0.072997 -2.246860 2.621746
H -0.976892 -3.565934 0.610150
H 0.412923 -4.275712 1.458365
H 0.621268 -3.424506 -0.137358
H -2.410856 -2.042998 2.063815
H -1.498033 -0.762252 2.894369
H -3.542583 0.551677 3.395147
H -5.214616 2.193666 2.500880
H -5.448222 2.474378 0.085130
H -4.023226 1.200005 -1.489013
H -2.368357 -0.414339 -0.597562
C -10.356349 6.059380 -2.535345
C -8.943171 5.691348 -2.936345
O -8.433598 4.630528 -2.117420
C -8.821340 3.403276 -2.464660
O -9.536737 3.119430 -3.388454
O -8.288129 2.541519 -1.596540
C -8.670547 1.182334 -1.814878
H -10.404898 6.282246 -1.468372
H -10.700261 6.929437 -3.095219
H -11.043623 5.234314 -2.723815
H -8.281796 6.542532 -2.779666
H -8.883645 5.424426 -3.991597
H -8.476891 0.879577 -2.842221
H -9.722905 1.044824 -1.568532
H -8.069628 0.567634 -1.149144
C 5.607684 -2.268328 -2.809504
C 5.653348 -3.776529 -2.923985
O 6.970189 -4.274278 -2.653561
C 7.281147 -4.386782 -1.362903
O 6.563754 -4.119505 -0.433844
O 8.534016 -4.834727 -1.276647
C 9.021808 -4.948957 0.061257
H 6.376913 -1.814324 -3.436430
H 4.632697 -1.882496 -3.108674
H 5.802362 -1.952449 -1.783159
H 5.414613 -4.076752 -3.943253
H 4.921256 -4.248750 -2.268671
H 8.347190 -5.541320 0.676482
H 9.162500 -3.959308 0.494841
H 9.984049 -5.451935 0.012129

Cartesian forces (eV/Å) of the 6 atoms listed first:
0.8 0.2 0.9
0.2 0.0 -0.2
-0.2 0.4 -0.7
0.4 -0.1 0.9
-0.1 0.5 -0.7
-1.2 -0.4 0.1

Atomic partial charges in e from the Mulliken method, atoms 1 to 5: atom 1 (C): -1.25, atom 2 (C): 0.35, atom 3 (Cl): -0.21, atom 4 (C): -0.18, atom 5 (Cl): -0.13



# 2
A molecular structure, C27H36CrGeN3O5PSSe. Source: the Open Molecules 2025 dataset; level of theory: ωB97M-V/def2-TZVPD.

## Properties
- HOMO (alpha / beta) (eV) = -11.107 / -11.108
- expectation value of S² = 0.762
- lowest unoccupied orbital energy (alpha / beta) (eV) = -3.189 / -2.961
- net charge = +1
- multiplicity = 2
- frontier orbital gap (alpha / beta) (Ha) = 0.2910 / 0.2994

Cartesian coordinates (Å):
Cr 0.990036 -0.116378 0.076947
S 2.034320 0.424126 4.402215
C 0.303390 0.268400 4.393795
C -0.591879 0.395082 5.452538
C -1.933081 0.203609 5.190801
C -2.377262 -0.119624 3.903986
C -1.488724 -0.244162 2.856229
C -0.134293 -0.034576 3.102345
N 0.890936 -0.138282 2.168402
C 2.063936 0.078426 2.717864
C 3.246848 -0.012033 1.878167
C 4.549307 0.056726 2.363025
C 5.599068 -0.111489 1.474757
C 5.336591 -0.335186 0.129187
C 4.027002 -0.380880 -0.341644
C 2.949063 -0.224896 0.524082
H -0.248948 0.638407 6.448537
H -2.651025 0.302293 5.993304
H -3.435254 -0.267681 3.731663
H -1.812558 -0.483516 1.855885
H 4.748362 0.234719 3.413628
H 6.620179 -0.060489 1.827162
H 6.162562 -0.461867 -0.559438
H 3.857276 -0.537178 -1.401627
C 1.411773 -1.682246 -3.518751
C 1.426440 -0.238369 -3.174317
N 1.303042 0.277782 -1.968449
C 1.345033 1.644237 -2.110076
C 1.504098 1.961769 -3.425762
N 1.561369 0.759494 -4.074772
C 1.596461 3.224151 -4.208369
O 1.497207 4.347717 -3.533842
O 1.735921 3.157316 -5.403271
C 1.181196 2.478029 -0.900636
O 1.159790 3.696421 -0.962115
O 1.025146 1.776966 0.183727
H 1.240287 -2.253221 -2.609687
H 2.362569 -1.987393 -3.958102
H 0.622124 -1.906490 -4.235802
H 1.676383 0.690113 -5.076597
H 1.384390 4.197366 -2.555713
C -5.367433 3.364936 -0.060177
Ge -4.015981 2.424905 -1.110315
C -4.832258 1.207899 -2.403972
C -2.773778 3.650886 -1.981639
C -2.937914 1.316115 0.133946
Se -1.596058 0.318520 -0.867643
C -2.479414 -1.405337 -0.949906
H -5.973786 3.996435 -0.709341
H -4.902625 4.001693 0.692221
H -6.030030 2.661167 0.443709
H -5.386793 1.773764 -3.152525
H -5.529886 0.525353 -1.916480
H -4.069371 0.625519 -2.923557
H -3.305023 4.283739 -2.692513
H -2.005347 3.102525 -2.528390
H -2.284043 4.295616 -1.251873
H -3.543404 0.599213 0.688576
H -2.397082 1.931890 0.853080
H -3.449862 -1.274307 -1.422662
H -2.603286 -1.818471 0.049965
H -1.859663 -2.065744 -1.553660
C 0.722894 -4.683116 -0.462465
P 0.957800 -3.305968 0.659268
C -0.156197 -3.533127 2.045872
C 2.631292 -3.383856 1.291436
O 0.663085 -2.015728 -0.109002
H 0.877224 -5.629872 0.055142
H 1.432028 -4.609908 -1.286952
H -0.291120 -4.654132 -0.861269
H 0.048046 -4.484367 2.538730
H -1.188658 -3.526972 1.695600
H -0.024063 -2.722676 2.761040
H 2.819964 -4.374065 1.708206
H 2.768313 -2.630293 2.066061
H 3.343353 -3.179404 0.492199

Cartesian forces (eV/Å) of the 6 atoms listed first:
0.0 0.0 0.0
0.0 0.0 0.0
0.0 0.0 0.0
0.1 0.0 0.0
0.0 0.0 0.0
0.0 0.0 0.0

Atomic partial charges in e from the Mulliken method, atoms 1 to 5: atom 1 (Cr): -0.40, atom 2 (S): -0.39, atom 3 (C): 0.91, atom 4 (C): -0.68, atom 5 (C): -0.62



# 3
A molecular structure, C27H36IO3P2RuSi at a distorted geometry. Source: the Open Molecules 2025 dataset; level of theory: ωB97M-V/def2-TZVPD.

## Properties
- HOMO (alpha / beta) (eV) = -12.765 / -13.947
- expectation value of S² = 8.788
- lowest unoccupied orbital energy (alpha / beta) (eV) = -6.148 / -10.527
- net charge = +2
- multiplicity = 6
- frontier orbital gap (alpha / beta) (Ha) = 0.2431 / 0.1257

Cartesian coordinates (Å):
C 0.054607 2.790639 -5.548710
C -0.064393 1.982478 -4.373531
H -0.739653 2.750616 -6.337742
H 1.054049 2.580357 -6.029567
H 0.187139 3.848313 -5.283535
O -0.859468 1.079207 -3.986284
I 1.558931 2.391895 -3.071560
Ru -0.716755 0.103131 -0.951532
P -1.514954 2.423410 -1.381603
C -3.195346 2.298645 -0.601886
C -0.597594 3.493870 -0.244254
H -1.180204 4.422491 -0.106303
H -2.720666 4.397711 -2.210787
H 0.379961 3.725295 -0.700818
H -1.079461 4.391022 -2.861337
H -3.109389 2.223103 0.493553
H -0.463146 2.980116 0.719952
C -1.932967 3.745110 -2.621290
H -3.823300 3.173032 -0.842937
H -2.334434 3.301269 -3.543177
H -3.694982 1.393692 -0.984942
P 0.860402 -0.736747 -2.747130
C 0.180045 -2.393073 -2.518007
C 1.291347 -0.749314 -4.496562
H 3.045179 0.054944 -2.104555
H 3.073694 -1.634234 -2.653978
H 2.478127 -1.228870 -1.011456
C 2.500241 -0.900694 -2.067393
H 2.014481 0.042014 -4.736782
H 1.776489 -1.707086 -4.732885
H 0.849533 -3.155811 -2.933469
H -0.795617 -2.493090 -3.025345
H 0.437641 -0.656454 -5.175750
H 0.025636 -2.625745 -1.452268
C -2.176208 -0.648834 -1.475702
O -3.225230 -1.130356 -1.845582
O 0.490098 -0.050441 0.207124
Si 0.316939 -0.820430 1.615041
C 2.054047 -1.372878 2.060477
C 3.147116 -0.668173 1.505494
C 4.458179 -1.021971 1.847595
C 4.714561 -2.052050 2.732071
C 3.624359 -2.738640 3.331644
C 2.309196 -2.352229 3.019577
C -0.176214 0.564881 2.777987
C 0.498721 0.772953 3.989994
C 0.075385 1.779530 4.835550
C -1.040166 2.592222 4.484602
C -1.703049 2.363683 3.298810
C -1.292419 1.312396 2.459368
C -0.820675 -2.268306 1.710251
C -0.371259 -3.582773 1.794475
C -1.254682 -4.632237 2.129392
C -2.585454 -4.365993 2.364795
C -3.066686 -3.074076 2.234336
C -2.197145 -2.031612 1.905237
H 2.957465 0.168097 0.828231
H 5.283834 -0.457578 1.390980
H 5.740223 -2.351267 2.977415
H 3.853715 -3.543462 4.028187
H 1.492525 -2.854508 3.547493
H 1.328755 0.167966 4.263802
H 0.569212 1.996915 5.786299
H -1.375355 3.415080 5.148029
H -2.539059 2.983549 2.997761
H -1.859114 1.100895 1.569539
H 0.661205 -3.815265 1.614103
H -0.885381 -5.655102 2.191501
H -3.271650 -5.165199 2.633769
H -4.111854 -2.856556 2.352516
H -2.569107 -1.019473 1.811708

Cartesian forces (eV/Å) of the 6 atoms listed first:
0.2 1.3 -2.9
-3.0 -4.4 2.8
0.5 -0.4 0.9
-0.9 -0.1 0.4
-0.2 -0.2 0.2
2.6 4.1 -2.5

Atomic partial charges in e from the Mulliken method, atoms 1 to 5: atom 1 (C): -1.22, atom 2 (C): 0.58, atom 3 (H): 0.34, atom 4 (H): 0.39, atom 5 (H): 0.38